Formula: C58H78F8N2O44
Source: the Open Molecules 2025 dataset
Level of theory: ωB97M-V/def2-TZVPD

```
190
C58H78F8N2O44, DFT ωB97M-V/def2-TZVPD
O -2.0946 -6.3394 -0.7044
C -2.7073 -5.7826 -1.6144
O -4.0403 -6.1821 -1.8775
C -4.4044 -5.6567 -3.1313
C -3.5107 -4.4538 -3.4337
C -2.2518 -4.7254 -2.6720
H -5.4636 -5.4027 -3.0905
H -4.3420 -6.3899 -3.9354
H -4.0689 -3.5711 -3.1213
H -3.3584 -4.5524 -4.5084
H -1.9592 -3.7681 -2.2407
H -1.4937 -5.0683 -3.3761
O 7.9672 -5.8773 2.6416
C 7.2420 -4.8496 2.4721
O 5.8928 -5.0097 2.2395
C 5.2388 -3.8009 1.9985
C 6.3909 -3.0207 1.4536
C 7.6574 -3.4174 2.2569
H 4.9112 -3.4469 2.9760
H 4.3360 -3.9074 1.3972
H 6.2562 -1.9392 1.4718
H 6.4134 -3.2799 0.3952
H 7.7841 -2.9228 3.2199
H 8.4979 -3.2741 1.5778
O 3.0291 -2.3299 -5.5030
C 2.0477 -1.9891 -6.1298
O 1.6661 -2.7050 -7.2056
C 0.4081 -2.3983 -7.6592
C -0.1834 -1.4756 -6.5869
C 1.0063 -0.9054 -5.8465
H -0.0355 -3.3882 -7.7664
H 0.5439 -1.7937 -8.5559
H -0.8233 -2.0893 -5.9529
H -0.8319 -0.7516 -7.0802
H 0.9012 -0.7978 -4.7670
H 1.2458 0.0926 -6.2135
O 1.6734 6.4624 -2.9695
C 1.9385 5.7770 -1.9122
O 2.8751 4.7348 -1.9718
C 3.1246 4.2560 -0.6820
C 2.6232 5.4042 0.2406
C 1.4510 6.0062 -0.4917
H 4.1956 4.1437 -0.5133
H 2.5570 3.3444 -0.4955
H 3.4143 6.1379 0.3953
H 2.2372 5.0379 1.1918
H 1.3603 7.0288 -0.1253
H 0.5602 5.3875 -0.3835
O -2.3717 -1.7335 3.0643
C -2.8922 -0.9839 3.8882
O -3.2414 -1.5444 5.0815
C -3.7878 -0.5753 5.9514
C -4.0454 0.6847 5.1121
C -3.0466 0.5344 3.9476
H -3.0219 -0.3704 6.6995
H -4.7158 -0.9509 6.3826
H -3.9077 1.5377 5.7766
H -5.0959 0.5207 4.8717
H -2.1107 1.0128 4.2361
H -3.3708 0.8743 2.9640
O 3.0091 2.5349 -6.8663
C 3.4541 2.2678 -5.7961
O 3.9096 1.0107 -5.4686
C 4.3279 0.9399 -4.1577
C 3.7983 2.1958 -3.4322
C 3.5316 3.1843 -4.6055
H 5.4173 0.9168 -4.1866
H 3.9594 0.0004 -3.7458
H 4.4645 2.4925 -2.6221
H 2.8846 1.9255 -2.9029
H 4.3381 3.8957 -4.7834
H 2.5957 3.7168 -4.4362
O 0.5144 -3.0666 -3.1693
C 1.3628 -3.7529 -2.5812
O 1.4332 -3.8516 -1.2214
C 2.1830 -5.0553 -0.9008
C 2.5022 -5.7718 -2.2076
C 2.3137 -4.7127 -3.2311
H 1.6152 -5.7925 -0.3332
H 3.0755 -4.7628 -0.3476
H 1.8679 -6.6050 -2.5101
H 3.5391 -6.0982 -2.1286
H 1.9118 -5.1685 -4.1361
H 3.1898 -4.1056 -3.4591
O 0.5490 1.8042 -4.3514
C -0.3717 2.5797 -4.5555
O -1.6216 2.2130 -4.8873
C -2.5941 3.1980 -4.5834
C -1.6792 4.4479 -4.2472
C -0.2328 4.0812 -4.4690
H -3.1020 3.0566 -3.6294
H -3.3699 3.3952 -5.3232
H -1.7824 4.7601 -3.2080
H -1.9770 5.2768 -4.8894
H 0.4320 4.5438 -3.7395
H 0.1010 4.3529 -5.4704
C -2.0627 -0.4585 -3.2915
N -3.4478 -0.2944 -3.8734
O -3.6207 -0.9720 -4.8730
O -4.2160 0.4991 -3.3123
H -2.0828 -1.3609 -2.6806
H -1.9052 0.3391 -2.5655
H -1.2752 -0.4892 -4.0446
C 3.0215 0.0668 5.5872
N 4.0129 0.1116 4.4634
O 3.8436 -0.7617 3.5936
O 4.8239 1.0587 4.4061
H 2.6160 1.0780 5.5522
H 3.5549 -0.0227 6.5335
H 2.2291 -0.6415 5.3453
C -1.4116 5.1199 2.8780
C -2.1336 3.8480 2.6665
O -3.1336 3.9721 3.6603
C -2.7266 4.8888 4.6434
O -3.1974 4.9175 5.7691
O -1.6247 5.4804 4.2287
F -1.2189 2.8707 2.8977
H -1.9033 5.8220 2.2047
H -0.3578 5.0700 2.6038
H -2.5673 3.6922 1.6787
C -0.7256 3.1883 7.7370
C -1.1887 1.8535 8.4024
O -0.4338 0.9375 7.5608
C -0.1220 1.5024 6.4223
O 0.3682 0.8935 5.4638
O -0.6112 2.8031 6.4001
F -2.5101 1.7742 8.2680
H 0.1638 3.3555 8.3446
H -1.4212 3.9952 7.9679
H -0.9055 1.6927 9.4427
C 5.5025 0.6333 -0.2329
C 4.2983 0.3897 0.7109
O 3.8804 -0.8491 0.2564
C 4.5135 -1.2227 -0.9157
O 4.2742 -2.2228 -1.5639
O 5.3959 -0.3752 -1.1800
F 3.3248 1.3038 0.4050
H 6.4786 0.6798 0.2500
H 5.3198 1.5725 -0.7551
H 4.5730 0.5323 1.7561
C -3.1938 -5.2593 1.9742
C -4.4422 -4.5719 2.5234
O -4.1288 -4.6809 3.8515
C -2.7720 -4.9191 4.0915
O -2.2210 -4.9850 5.1489
O -2.1785 -5.0919 2.9366
F -5.5482 -5.3022 2.1764
H -2.8697 -4.8268 1.0276
H -3.4718 -6.2971 1.7906
H -4.6346 -3.5433 2.2186
C -5.9668 -0.0847 -0.4184
C -4.6864 -0.6525 0.2269
O -3.9343 0.5657 0.4270
C -4.4856 1.5713 -0.2210
O -4.0773 2.7262 -0.2256
O -5.6574 1.2457 -0.7351
F -4.0246 -1.5335 -0.5660
H -6.7592 -0.0224 0.3275
H -6.4088 -0.6257 -1.2551
H -4.8817 -1.1103 1.1967
C 0.3686 -0.1255 1.0136
C -0.0839 -0.5848 -0.4168
O 0.1141 0.5820 -1.1905
C -0.0321 1.6910 -0.3710
O -0.0890 2.8772 -0.7765
O 0.0505 1.2977 0.9234
F -1.3792 -0.9080 -0.3313
H 1.4448 -0.2002 1.1695
H -0.1022 -0.7002 1.8112
H 0.3812 -1.4408 -0.9058
C 0.6170 -2.9938 3.6568
C 0.7752 -3.4236 2.2125
O 1.2054 -4.7797 2.4632
C 1.8309 -4.9187 3.6583
O 2.3203 -5.9462 4.1004
O 1.6063 -3.7715 4.3298
F 1.7861 -2.6993 1.6638
H -0.3653 -3.2088 4.0774
H 0.6765 -1.9164 3.8108
H -0.1637 -3.2173 1.6988
C -4.5074 7.4111 -1.3819
C -4.1436 5.9974 -0.9281
O -3.7481 6.3369 0.4197
C -3.3662 7.6170 0.5059
O -2.8210 8.1502 1.4691
O -3.6242 8.2459 -0.5811
F -3.0374 5.8101 -1.7072
H -5.5152 7.7452 -1.1354
H -4.2094 7.4212 -2.4303
H -4.8575 5.1738 -0.9389
```

Output
E_LUMO: -0.0249 Ha
HOMO level: -0.3557 hartree
Gap between HOMO and LUMO: 9.00 eV


Formula: C58H78O14S2
Source: the Open Molecules 2025 dataset
Level of theory: ωB97M-V/def2-TZVPD

```
152
C58H78O14S2, DFT ωB97M-V/def2-TZVPD
C 17.0372 -5.1225 -12.2765
S 17.4895 -6.1126 -13.7898
O 16.6351 -5.5129 -14.9088
C 19.1326 -5.3626 -14.0068
H 17.8830 -5.1882 -11.5922
H 16.0978 -5.4833 -11.8577
H 16.9125 -4.0578 -12.4740
H 19.9226 -5.9124 -13.4952
H 18.9539 -4.3665 -13.6018
H 19.5095 -5.2322 -15.0212
C 20.8659 -6.6310 -10.5583
S 21.1515 -8.4061 -10.9720
O 20.1594 -8.8335 -12.0359
C 22.5724 -7.9152 -11.9808
H 21.7836 -6.1353 -10.2418
H 20.2102 -6.6473 -9.6877
H 20.4232 -6.0437 -11.3628
H 23.2324 -7.2832 -11.3867
H 22.2561 -7.2671 -12.7981
H 23.1730 -8.6997 -12.4411
C 20.7607 -13.3330 -19.9078
C 20.3600 -12.2631 -19.0937
C 19.5365 -11.3142 -19.6987
C 19.1600 -11.3541 -21.1012
C 19.6517 -12.4086 -21.8771
C 20.3484 -13.4198 -21.2619
H 21.4208 -14.0339 -19.4187
H 20.6569 -12.0868 -18.0703
H 19.0960 -10.5684 -19.0537
H 18.6027 -10.5689 -21.5904
H 19.2675 -12.5333 -22.8787
H 20.5646 -14.2929 -21.8597
C 16.7782 -13.2019 -15.0660
C 17.0200 -11.8442 -14.7704
C 18.2720 -11.3136 -15.0287
C 19.2839 -12.0788 -15.6253
C 18.9840 -13.3812 -16.0050
C 17.7881 -13.9930 -15.6400
H 15.7997 -13.5939 -14.8308
H 16.3265 -11.3148 -14.1338
H 18.4039 -10.2735 -14.7692
H 20.2560 -11.6976 -15.9014
H 19.7221 -14.0438 -16.4322
H 17.7872 -15.0621 -15.7929
C 22.4688 -8.4445 -21.9568
C 23.4506 -7.5522 -22.3151
C 23.1968 -6.7769 -23.5034
C 22.1335 -7.0560 -24.3796
C 21.2696 -8.0875 -24.0268
C 21.3671 -8.7188 -22.7665
H 22.6084 -8.9829 -21.0311
H 24.2732 -7.3123 -21.6577
H 23.9488 -6.0240 -23.6882
H 22.1816 -6.5184 -25.3150
H 20.4711 -8.3602 -24.7009
H 20.6812 -9.5195 -22.5324
C 22.7852 -15.2290 -15.8576
C 23.0212 -13.9856 -16.4216
C 23.9485 -13.1468 -15.9337
C 24.6414 -13.5389 -14.7590
C 24.3461 -14.7564 -14.0697
C 23.3916 -15.6371 -14.6348
H 22.0277 -15.8364 -16.3305
H 22.5309 -13.5527 -17.2811
H 24.0406 -12.1505 -16.3402
H 25.2711 -12.8292 -14.2430
H 24.8874 -15.0495 -13.1823
H 23.3488 -16.6223 -14.1944
C 20.1449 -8.0911 -17.8566
C 19.6454 -8.0576 -16.5800
C 20.4629 -8.5352 -15.5061
C 21.7637 -9.0725 -15.8424
C 22.1667 -9.2229 -17.1528
C 21.3375 -8.7550 -18.1165
H 19.5175 -7.8142 -18.6910
H 18.6864 -7.5677 -16.4976
H 20.1448 -8.6655 -14.4823
H 22.3483 -9.5171 -15.0505
H 23.1499 -9.6401 -17.3130
H 21.6500 -8.8611 -19.1449
O 29.0525 -10.1608 -18.1843
C 28.0831 -9.5157 -18.5334
O 28.0013 -8.1928 -18.4745
C 26.9669 -7.7158 -19.3017
C 26.0119 -8.8906 -19.4774
C 26.9082 -10.1301 -19.3076
H 27.5227 -7.3430 -20.1621
H 26.4792 -6.9602 -18.6859
H 25.6572 -8.6787 -20.4861
H 25.2660 -8.8698 -18.6828
H 27.2974 -10.4868 -20.2613
H 26.3735 -10.8288 -18.6641
O 17.1267 -1.4881 -19.6567
C 17.7010 -2.5013 -19.2351
O 17.0760 -3.5864 -18.7614
C 18.0155 -4.6902 -18.8167
C 19.3250 -4.1476 -19.1302
C 19.1857 -2.6767 -19.1623
H 17.6923 -5.3576 -19.6155
H 17.8943 -5.1226 -17.8235
H 19.7396 -4.4252 -20.0993
H 19.9774 -4.4821 -18.3236
H 19.6094 -2.2540 -20.0733
H 19.5048 -2.0640 -18.3191
O 23.8791 -11.4314 -9.7952
C 22.9020 -11.6499 -10.6287
O 21.5212 -11.8163 -10.3941
C 20.8982 -12.1367 -11.6204
C 21.8309 -11.7847 -12.6895
C 23.1499 -11.8700 -12.1306
H 19.9979 -11.5268 -11.6950
H 20.7129 -13.2053 -11.7296
H 21.7087 -10.7692 -13.0662
H 21.7191 -12.3732 -13.6002
H 23.8535 -11.1547 -12.5566
H 23.4641 -12.9134 -12.1539
O 16.9224 -7.5528 -18.8976
C 16.2521 -8.4449 -18.3756
O 15.1788 -9.0292 -19.0097
C 14.4400 -9.8294 -18.0837
C 15.0450 -9.4102 -16.7156
C 16.4895 -8.9872 -17.0064
H 14.6059 -10.9040 -18.1605
H 13.3734 -9.6053 -18.0712
H 15.0431 -10.2307 -15.9981
H 14.4338 -8.6693 -16.2002
H 17.1203 -9.8656 -17.1432
H 16.8071 -8.2037 -16.3185
O 25.3845 -9.6254 -16.3632
C 26.1258 -9.7195 -15.3774
O 25.7469 -9.2639 -14.2190
C 26.6667 -9.5745 -13.1930
C 27.4542 -10.6726 -13.7077
C 27.3818 -10.5275 -15.2093
H 26.1672 -9.6847 -12.2305
H 27.3052 -8.7159 -12.9852
H 26.9907 -11.6303 -13.4708
H 28.5018 -10.7362 -13.4133
H 27.2732 -11.5271 -15.6300
H 28.3072 -10.1059 -15.6017
O 18.4332 -3.9949 -22.2869
C 18.0870 -5.1078 -22.6642
O 16.9763 -5.3528 -23.3257
C 16.6750 -6.7381 -23.3996
C 17.6976 -7.4612 -22.6706
C 18.6808 -6.4797 -22.2750
H 16.7303 -7.1535 -24.4059
H 15.7178 -6.9443 -22.9209
H 18.0607 -8.3151 -23.2426
H 17.2904 -8.0236 -21.8304
H 19.6280 -6.6946 -22.7697
H 18.8296 -6.5375 -21.1967
```

Output
E_LUMO: 0.0056 Ha
HOMO level: -0.3326 hartree
Gap between HOMO and LUMO: 9.20 eV